{"formula": "C48H39AsN6NiPS4", "method": "ωB97M-V/def2-TZVPD", "total_energy_ev": -213866.425, "charge": -1, "symbols": ["As", "Ni", "S", "S", "S", "S", "P", "N", "N", "N", "N", "N", "N", "C", "C", "C", "C", "C", "C", "C", "C", "C", "C", "C", "C", "C", "C", "C", "C", "C", "C", "C", "C", "C", "C", "C", "C", "C", "C", "C", "C", "C", "C", "C", "C", "C", "C", "C", "C", "C", "C", "C", "C", "C", "C", "C", "C", "C", "C", "C", "C", "H", "H", "H", "H", "H", "H", "H", "H", "H", "H", "H", "H", "H", "H", "H", "H", "H", "H", "H", "H", "H", "H", "H", "H", "H", "H", "H", "H", "H", "H", "H", "H", "H", "H", "H", "H", "H", "H", "H"], "xyz": [[0.205, -2.742, 2.697], [0.204, -0.117, 0.086], [1.434, -1.236, 1.485], [-1.774, -2.887, 1.797], [0.146, -1.928, 4.660], [1.263, -4.560, 2.413], [-2.600, -0.617, -0.631], [-0.512, 0.965, -1.440], [-1.063, 0.866, 1.293], [-2.162, 1.152, -2.867], [-0.037, -1.706, -0.986], [-1.605, -3.237, -1.099], [-3.121, 0.329, 1.907], [-0.769, -6.142, -0.244], [1.977, 2.871, 3.635], [3.793, 3.504, -2.292], [2.031, -3.018, -1.180], [2.768, -2.030, -1.826], [2.222, 1.823, -1.601], [-0.093, 1.785, -2.443], [-0.395, -3.887, -1.170], [2.814, 4.081, -3.089], [1.545, 3.532, -3.145], [-0.314, 2.236, -5.670], [4.808, -3.117, -1.184], [1.583, 3.667, 4.700], [0.007, -8.104, -1.395], [3.490, 2.377, -1.543], [-3.441, 0.950, -3.504], [-5.040, 2.464, 5.374], [0.575, -2.912, -1.146], [-0.693, 2.983, 4.340], [-3.014, 0.552, 5.340], [-4.335, 2.221, 4.208], [-2.180, 0.214, 0.946], [1.044, 2.132, 2.928], [0.386, -5.933, -2.349], [2.690, -4.050, -0.524], [-2.905, -3.861, -0.965], [-0.273, -5.345, -1.273], [-0.364, 2.878, -6.895], [-0.632, -7.519, -0.312], [4.074, -4.094, -0.528], [-4.387, -0.368, 1.941], [4.151, -2.080, -1.834], [-2.173, 4.248, -6.109], [1.238, 2.389, -2.409], [-1.294, 3.884, -7.118], [-1.344, -1.923, -0.925], [-2.121, 3.610, -4.880], [0.240, 3.726, 5.042], [-1.742, 0.591, -1.710], [-0.301, 2.164, 3.283], [-3.723, 0.802, 6.504], [-1.193, 2.597, -4.650], [0.523, -7.310, -2.410], [-1.287, 1.354, 2.559], [-2.563, 1.014, 2.948], [-4.731, 1.754, 6.526], [-1.120, 1.914, -3.353], [-3.319, 1.269, 4.187], [-4.561, 2.779, 3.306], [0.798, -5.303, -3.127], [-2.224, -0.189, 5.297], [-5.012, -0.061, 1.100], [2.317, 4.226, 5.267], [-2.892, 5.041, -6.273], [0.786, 4.008, -3.751], [0.326, 2.591, -7.679], [0.121, -9.179, -1.441], [4.785, 3.935, -2.249], [-4.052, 1.852, -3.446], [-1.733, 3.046, 4.622], [-3.293, 0.683, -4.552], [4.579, -4.877, 0.022], [5.890, -3.149, -1.169], [-5.825, 3.210, 5.387], [2.125, -4.768, 0.056], [-0.086, 4.350, 5.865], [1.038, -7.764, -3.248], [4.237, 1.922, -0.906], [-1.331, 4.385, -8.076], [-1.202, -5.667, 0.628], [2.249, -1.211, -2.309], [-1.003, -8.132, 0.498], [2.001, 0.934, -1.003], [4.716, -1.304, -2.334], [0.412, 1.454, -5.487], [-2.883, -4.832, -1.456], [-3.132, -3.979, 0.098], [-2.790, 3.913, -4.084], [-4.183, -1.441, 1.914], [3.036, 4.972, -3.663], [-3.956, 0.138, -2.991], [-5.278, 1.943, 7.441], [3.024, 2.799, 3.365], [-3.658, -3.231, -1.441], [-3.484, 0.242, 7.398], [1.367, 1.488, 2.122], [-4.888, -0.122, 2.875]]}